No. 1
Here is 7 unconnected molecules or ions with the total composition C24H32BBr13FN3O2S from the Open Molecules 2025 dataset. Energies are from wB97M-V/def2-TZVPD.

Net charge ... 0
HOMO-LUMO gap ... 8.643 eV
Multiplicity ... 1
DFT total energy ... -958756.2121 eV
Molecular weight ... 1495.17 g/mol

CARTESIAN COORDINATES (ANGSTROEM)
C -1.24 1.03 -4.65
B 0.21 0.84 -4.07
O 1.22 1.73 -4.31
C 0.48 -0.40 -3.12
C 0.95 -1.68 -3.52
C 1.10 -2.68 -2.62
C 0.80 -2.49 -1.26
N 0.94 -3.53 -0.39
C 0.63 -3.24 0.83
N 0.76 -4.28 1.82
C -0.13 -5.10 1.87
S -1.36 -6.05 2.01
C 0.19 -1.97 1.28
C -0.12 -1.70 2.73
C -1.59 -1.36 2.88
O -2.43 -1.57 2.08
Br -2.01 -0.54 4.60
N 0.04 -0.98 0.45
C 0.36 -1.23 -0.84
C 0.22 -0.22 -1.80
F -0.22 0.98 -1.37
H -1.82 0.12 -4.49
H -1.75 1.81 -4.09
H -1.24 1.23 -5.73
H 0.86 2.58 -4.59
H 1.15 -1.85 -4.57
H 1.44 -3.65 -2.94
H 0.13 -2.53 3.38
H 0.45 -0.80 2.98
Br -3.71 2.19 -2.27
C -3.07 3.32 -0.81
C -2.42 4.56 -1.33
Br -0.63 4.21 -2.03
H -2.41 2.70 -0.21
H -3.96 3.57 -0.24
H -2.28 5.28 -0.53
H -2.98 5.03 -2.14
Br 5.34 -5.73 3.54
C 3.97 -6.38 4.75
C 2.58 -6.12 4.23
Br 2.08 -4.25 4.43
H 4.15 -5.90 5.71
H 4.14 -7.45 4.84
H 1.85 -6.68 4.80
H 2.49 -6.36 3.17
Br 0.46 -1.15 -6.82
C 2.15 -1.48 -7.72
C 2.72 -0.22 -8.30
Br 1.79 0.32 -9.92
H 1.95 -2.24 -8.48
H 2.81 -1.89 -6.96
H 3.76 -0.38 -8.60
H 2.67 0.62 -7.61
Br 3.19 -0.63 1.41
C 2.70 1.23 1.09
C 2.80 2.05 2.35
Br 1.31 1.72 3.55
H 1.69 1.22 0.67
H 3.40 1.58 0.34
H 2.75 3.11 2.11
H 3.71 1.84 2.90
Br 1.06 -1.79 6.64
C 1.15 -0.27 7.85
C 0.12 -0.35 8.94
Br -1.66 0.07 8.28
H 1.02 0.62 7.23
H 2.15 -0.28 8.26
H 0.33 0.39 9.71
H 0.06 -1.34 9.39
Br -5.10 6.35 0.22
C -6.17 6.07 -1.39
C -5.67 6.90 -2.54
Br -6.16 8.77 -2.36
H -7.19 6.30 -1.12
H -6.08 5.01 -1.61
H -6.12 6.56 -3.47
H -4.59 6.87 -2.64

=====

No. 2
Here is a molecular structure, C22H13N7O4PdSSe from the Open Molecules 2025 dataset. Energies are from wB97M-V/def2-TZVPD.

Net charge ... 0
HOMO-LUMO gap ... 4.383 eV
Multiplicity ... 1
DFT total energy ... -121305.7119 eV
Molecular weight ... 656.84 g/mol

CARTESIAN COORDINATES (ANGSTROEM)
Pd 0.18 0.55 -0.23
O 6.62 0.63 2.06
C 6.42 0.61 0.87
O 7.04 0.63 -0.16
C 4.79 0.58 0.54
C 4.34 0.58 -0.77
C 2.98 0.56 -0.99
N 2.12 0.58 0.03
C 2.56 0.62 1.27
C 3.91 0.60 1.59
C 1.47 0.81 2.51
O 1.94 0.57 3.59
O 0.40 1.24 2.09
H 5.05 0.58 -1.59
H 2.56 0.54 -2.00
H 4.24 0.59 2.61
N -3.54 2.05 -0.29
C -4.08 0.79 -0.30
C -5.39 0.34 -0.27
C -5.58 -1.03 -0.26
C -4.51 -1.92 -0.27
C -3.20 -1.48 -0.31
C -2.98 -0.10 -0.34
N -1.82 0.64 -0.38
C -2.18 1.92 -0.32
C -1.22 2.98 -0.30
C -1.40 4.35 -0.26
S 0.13 5.15 -0.25
C 0.90 3.61 -0.31
N 0.09 2.60 -0.34
H -4.05 2.91 -0.27
H -6.22 1.03 -0.25
H -6.59 -1.42 -0.22
H -4.70 -2.98 -0.23
H -2.38 -2.17 -0.28
H -2.31 4.91 -0.21
H 1.97 3.52 -0.33
Se 1.41 -3.12 2.59
N 0.84 -4.30 1.38
C 0.45 -3.65 0.30
C -0.06 -4.18 -0.90
C -0.38 -3.30 -1.92
C -0.24 -1.93 -1.76
N 0.21 -1.39 -0.61
C 0.57 -2.21 0.39
N 1.06 -1.74 1.52
H -0.19 -5.24 -1.00
H -0.75 -3.67 -2.86
H -0.49 -1.24 -2.55

=====

No. 3
Here is a molecular structure, C30H19N3O5V from the Open Molecules 2025 dataset. Energies are from wB97M-V/def2-TZVPD.

Net charge ... 0
HOMO-LUMO gap (spin up / spin down) ... 5.752 / 6.178 eV
Expectation value of S² ... 0.7698
Multiplicity ... 2
DFT total energy ... -71810.5014 eV
Molecular weight ... 552.44 g/mol

CARTESIAN COORDINATES (ANGSTROEM)
V -4.67 -17.48 -4.16
O -2.83 -14.31 -2.19
C -1.55 -14.59 -2.41
C -0.50 -14.07 -1.59
C 0.82 -14.47 -1.75
C 1.17 -15.44 -2.69
C 0.20 -16.03 -3.42
C -1.16 -15.62 -3.26
C -2.18 -16.41 -3.87
O -3.45 -16.02 -3.81
N -1.86 -17.57 -4.39
N -2.99 -18.16 -4.93
C -2.80 -19.14 -5.84
C -3.70 -19.66 -6.73
C -3.17 -20.49 -7.78
C -4.02 -21.19 -8.61
C -5.38 -21.06 -8.42
C -5.86 -20.15 -7.45
C -5.07 -19.40 -6.57
O -5.46 -18.43 -5.74
H -3.33 -14.99 -2.85
H -0.74 -13.33 -0.83
H 1.56 -14.06 -1.10
H 2.24 -15.79 -2.79
H 0.35 -16.95 -4.01
H -1.77 -19.51 -5.87
H -2.13 -20.60 -7.95
H -3.65 -21.89 -9.39
H -6.09 -21.66 -9.05
H -6.95 -20.04 -7.35
O -7.90 -14.98 -3.42
C -7.48 -16.14 -3.45
O -6.29 -16.50 -3.91
C -8.28 -17.38 -3.14
C -9.27 -17.36 -2.13
C -10.26 -18.35 -2.19
C -9.97 -19.55 -2.87
C -9.01 -19.56 -3.88
C -8.03 -18.57 -3.87
H -9.26 -16.57 -1.39
H -11.24 -18.30 -1.68
H -10.60 -20.40 -2.74
H -9.03 -20.38 -4.62
H -7.18 -18.65 -4.51
N -8.34 -22.75 3.14
C -7.82 -22.02 2.40
C -7.13 -21.23 1.38
C -6.38 -21.92 0.46
C -5.71 -21.21 -0.51
C -5.85 -19.82 -0.58
C -6.55 -19.11 0.43
C -7.17 -19.81 1.45
C -5.40 -19.17 -1.69
C -4.93 -18.53 -2.67
H -6.41 -22.99 0.45
H -5.15 -21.74 -1.32
H -6.83 -18.07 0.21
H -7.70 -19.31 2.21

=====

No. 4
Here is CHBrF2N2O2 in the gas phase from the Open Molecules 2025 dataset. Energies are from wB97M-V/def2-TZVPD.

SMILES ... O=[N+]([O-])[C@H](Br)N(F)F
Energy above the lowest of the compared OMol25 structures with the same formula, charge and spin ... 0.385 eV
Net charge ... 0
HOMO-LUMO gap ... 10.756 eV
Multiplicity ... 1
DFT total energy ... -83598.3161 eV
Molecular weight ... 190.93 g/mol

CARTESIAN COORDINATES (ANGSTROEM)
O -1.98 -0.22 -0.60
N -0.94 0.35 -0.79
O -0.57 0.91 -1.78
C 0.04 0.33 0.36
Br 0.97 2.03 0.41
N 1.05 -0.68 0.11
F 1.48 -1.15 1.33
F 0.45 -1.79 -0.46
H -0.50 0.22 1.43

=====

No. 5
Here is a gas-phase ion, C4H4NO (charge -1) from the Open Molecules 2025 dataset. Energies are from wB97M-V/def2-TZVPD.

Energy above the lowest of the compared OMol25 structures with the same formula, charge and spin ... 3.210 eV
Net charge ... -1
HOMO-LUMO gap (spin up / spin down) ... 6.871 / 6.893 eV
Multiplicity ... 1
DFT total energy ... -7743.3372 eV
Molecular weight ... 82.08 g/mol

CARTESIAN COORDINATES (ANGSTROEM)
C 0.23 -0.58 -0.46
C 0.35 -1.95 -0.33
C -0.54 -1.17 0.67
C 0.59 0.74 -0.99
N -0.40 -0.07 -1.71
O -0.11 -0.46 -2.91
H -0.17 -0.93 1.67
H -1.62 -1.27 0.63
H 0.20 1.60 -0.46
H 1.57 0.88 -1.43

=====

No. 6
Here is 2 unconnected molecules or ions with the total composition C9H14 from the Open Molecules 2025 dataset. Energies are from wB97M-V/def2-TZVPD.

SMILES ... Cc1ccccc1.CC
Energy above the lowest of the compared OMol25 structures with the same formula, charge and spin ... 2.495 eV
Net charge ... 0
HOMO-LUMO gap ... 9.875 eV
Multiplicity ... 1
DFT total energy ... -9557.6861 eV
Molecular weight ... 122.21 g/mol

CARTESIAN COORDINATES (ANGSTROEM)
C -2.59 1.23 -1.16
C -1.58 0.71 -0.11
C -1.08 -0.56 -0.26
C -0.36 -0.95 0.80
C 0.27 -0.22 1.88
C -0.22 1.12 1.87
C -1.17 1.50 0.91
H -2.91 0.34 -1.62
H -2.32 2.05 -1.76
H -3.53 1.70 -0.63
H -1.34 -1.27 -1.05
H -0.17 -2.14 0.76
H 1.03 -0.62 2.44
H -0.08 1.65 2.70
H -1.59 2.47 0.93
C 2.33 -0.70 -1.06
C 3.35 -1.64 -1.76
H 2.95 0.25 -0.81
H 1.46 -0.28 -1.79
H 1.92 -1.27 -0.14
H 3.01 -2.19 -2.65
H 3.54 -2.43 -1.00
H 4.34 -1.20 -1.98

=====

No. 7
Here is 2 unconnected molecules or ions with the total composition C5H12N2O from the Open Molecules 2025 dataset. Energies are from wB97M-V/def2-TZVPD.

SMILES ... C=NC(=C)CCN.O
Energy above the lowest of the compared OMol25 structures with the same formula, charge and spin ... 2.776 eV
Net charge ... 0
HOMO-LUMO gap ... 9.809 eV
Multiplicity ... 1
DFT total energy ... -10405.6478 eV
Molecular weight ... 116.16 g/mol

CARTESIAN COORDINATES (ANGSTROEM)
C 0.49 0.05 2.54
N 1.13 0.05 1.46
C 1.01 1.01 0.43
C 2.00 1.89 0.29
C -0.34 1.15 -0.21
C -0.94 -0.20 -0.60
N 0.02 -1.24 -1.02
H -0.15 0.85 2.94
H 0.52 -0.84 3.15
H 1.97 2.61 -0.53
H 2.91 2.02 0.84
H -0.25 1.73 -1.12
H -1.00 1.75 0.46
H -1.64 -0.11 -1.42
H -1.50 -0.63 0.23
H 0.65 -1.42 -0.25
H 0.54 -1.01 -1.86
O -2.08 -2.82 -1.63
H -1.16 -2.59 -1.30
H -2.19 -2.25 -2.39

=====

No. 8
Here is C3H7NO2S in the gas phase from the Open Molecules 2025 dataset. Energies are from wB97M-V/def2-TZVPD.

SMILES ... OC1(O)CCSN1
Energy above the lowest of the compared OMol25 structures with the same formula, charge and spin ... 2.207 eV
Net charge ... 0
HOMO-LUMO gap ... 8.157 eV
Multiplicity ... 1
DFT total energy ... -19643.3970 eV
Molecular weight ... 121.16 g/mol

CARTESIAN COORDINATES (ANGSTROEM)
O -0.93 2.06 -0.24
C -0.17 0.92 -0.16
O 0.28 0.72 -1.46
C -0.76 -0.46 0.12
C 0.09 -1.09 1.22
S 1.74 -0.25 1.26
N 0.97 1.14 0.94
H -1.65 2.05 0.32
H 0.03 1.52 -1.90
H -0.59 -0.99 -0.86
H -1.84 -0.53 0.47
H -0.42 -0.91 2.20
H 0.31 -2.13 0.98
H 1.67 1.82 0.66

=====

No. 9
Here is a molecular structure, C25H14CoF10N3O2S2Se from the Open Molecules 2025 dataset. Energies are from wB97M-V/def2-TZVPD.

Net charge ... -1
HOMO-LUMO gap (spin up / spin down) ... 6.039 / 6.038 eV
Expectation value of S² ... 0.7585
Multiplicity ... 2
DFT total energy ... -186534.9699 eV
Molecular weight ... 780.41 g/mol

CARTESIAN COORDINATES (ANGSTROEM)
Co -0.14 -0.17 -0.21
O -1.77 0.74 -0.36
N -2.91 0.14 -0.64
C -4.03 0.87 -0.45
C -5.27 0.37 -0.75
C -5.36 -0.93 -1.25
C -4.22 -1.67 -1.42
C -2.95 -1.14 -1.11
S -1.51 -2.01 -1.31
H -3.86 1.85 -0.05
H -6.14 0.99 -0.60
H -6.33 -1.35 -1.49
H -4.25 -2.68 -1.79
F -1.21 -2.89 6.52
C -1.07 -2.31 5.31
C -2.16 -2.14 4.48
F -3.37 -2.54 4.89
C -2.01 -1.55 3.24
F -3.09 -1.39 2.46
C -0.76 -1.09 2.75
O -0.64 -0.51 1.62
C 0.33 -1.31 3.64
F 1.55 -0.90 3.25
C 0.18 -1.89 4.88
F 1.24 -2.05 5.68
F 1.36 -1.52 -2.69
C 1.06 -0.22 -2.93
C 0.45 0.55 -1.94
C 0.21 1.86 -2.34
F -0.33 2.77 -1.51
C 0.51 2.36 -3.61
F 0.23 3.63 -3.92
C 1.10 1.54 -4.55
F 1.40 2.00 -5.77
C 1.39 0.23 -4.20
F 1.97 -0.58 -5.10
Se 3.09 -0.15 -0.17
N 1.51 -0.99 0.09
C 1.79 -2.24 0.46
C 0.84 -3.22 0.81
C 1.28 -4.47 1.18
C 2.66 -4.79 1.21
C 3.61 -3.86 0.89
C 3.20 -2.56 0.52
N 4.04 -1.58 0.22
H -0.21 -3.00 0.78
H 0.55 -5.22 1.45
H 2.97 -5.78 1.50
H 4.66 -4.09 0.90
C 0.82 2.28 2.99
S 1.14 2.36 1.22
C 2.36 3.70 1.22
H 0.49 3.25 3.35
H 1.71 1.96 3.53
H 0.03 1.54 3.12
H 3.20 3.45 1.86
H 1.88 4.62 1.55
H 2.70 3.82 0.19

=====

No. 10
Here is C2H7N5O in the gas phase from the Open Molecules 2025 dataset. Energies are from wB97M-V/def2-TZVPD.

SMILES ... N/N=C(/C=N\O)NN
Energy above the lowest of the compared OMol25 structures with the same formula, charge and spin ... 7.148 eV
Net charge ... 0
HOMO-LUMO gap ... 8.021 eV
Multiplicity ... 1
DFT total energy ... -11678.0597 eV
Molecular weight ... 117.11 g/mol

CARTESIAN COORDINATES (ANGSTROEM)
N -2.61 -0.23 0.41
N -1.62 -1.07 -0.07
C -0.36 -0.50 -0.38
C 0.84 -1.26 -0.62
N 2.01 -1.14 -0.16
O 1.84 -0.28 1.03
N -0.33 0.88 -0.08
N 0.77 1.89 -0.27
H -2.16 0.64 1.00
H -3.41 -0.95 0.66
H 1.03 -2.24 -1.23
H 2.87 -0.24 1.33
H -1.11 1.38 -0.23
H 1.52 1.03 0.02
H 0.71 2.09 -1.40

=====

No. 11
Here is a molecular structure, C16H6Cl3F5GeIO4S2Sn from the Open Molecules 2025 dataset. Energies are from wB97M-V/def2-TZVPD.

Energy above the lowest of the compared OMol25 structures with the same formula, charge and spin ... 0.293 eV
Net charge ... 0
HOMO-LUMO gap (spin up / spin down) ... 7.390 / 6.852 eV
Expectation value of S² ... 0.7606
Multiplicity ... 2
DFT total energy ... -168155.1015 eV
Molecular weight ... 845.93 g/mol

CARTESIAN COORDINATES (ANGSTROEM)
Sn -0.88 1.58 -1.43
F 1.51 0.01 4.24
C 1.05 0.86 3.32
C -0.32 1.06 3.19
F -1.16 0.38 3.97
C -0.79 1.92 2.23
F -2.11 2.03 2.09
C 0.06 2.61 1.37
S -0.57 3.64 0.09
C 1.43 2.39 1.52
F 2.31 2.99 0.72
C 1.92 1.53 2.49
F 3.24 1.33 2.61
O -3.53 -0.02 -4.48
S -2.80 0.73 -3.51
O -2.66 2.15 -3.64
O -1.49 0.12 -3.12
O -3.61 0.59 -2.09
I 1.82 1.75 -2.55
C 2.28 -0.01 -1.48
C 3.52 -0.55 -1.69
C 3.91 -1.70 -0.99
C 3.05 -2.28 -0.10
C 1.76 -1.73 0.13
C 0.88 -2.35 1.05
C -0.38 -1.85 1.26
C -0.79 -0.70 0.55
C 0.03 -0.05 -0.33
C 1.34 -0.57 -0.57
H 4.20 -0.09 -2.39
H 4.89 -2.13 -1.16
H 3.33 -3.16 0.45
H 1.22 -3.23 1.57
H -1.05 -2.32 1.96
H -1.80 -0.34 0.73
Cl -6.53 -0.61 -2.64
Ge -4.66 -0.78 -1.68
Cl -4.87 -0.56 0.42
Cl -3.74 -2.62 -2.13

=====

No. 12
Here is 2 unconnected molecules or ions with the total composition C3H8NS from the Open Molecules 2025 dataset. Energies are from wB97M-V/def2-TZVPD.

Energy above the lowest of the compared OMol25 structures with the same formula, charge and spin ... 1.889 eV
Net charge ... 0
HOMO-LUMO gap (spin up / spin down) ... 10.221 / 7.006 eV
Expectation value of S² ... 0.7530
Multiplicity ... 2
DFT total energy ... -15562.6327 eV
Molecular weight ... 90.17 g/mol

CARTESIAN COORDINATES (ANGSTROEM)
C -1.75 -0.62 2.36
S -1.93 0.26 0.68
H -1.20 -1.61 2.11
H -1.03 -0.05 2.90
H -2.66 -0.78 3.08
C 0.71 -0.55 -1.66
C 1.59 1.54 -1.14
N 1.62 0.58 -2.05
H -0.41 -0.34 -1.70
H 0.82 -0.86 -0.67
H 1.02 -1.48 -2.37
H 2.33 2.32 -1.22
H 0.88 1.58 -0.32